Molecular formula: C4H6N2O
Method: DFT, the ωB97M-V functional and the def2-TZVPD basis

Multiplicity: 1
Relative energy (zero: lowest compared OMol25 entry of this formula, charge and spin) (kJ/mol): 296.2
HOMO-LUMO gap (eV): 9.62
HOMO level (eV): -9.023

Cartesian coordinates (Å):
C  0.069  -0.906  1.873
C  -0.141  -0.274  0.540
N  -0.968  0.643  0.242
C  -0.730  0.894  -1.178
C  0.211  -0.162  -1.742
O  0.294  1.908  -1.321
N  0.602  -0.720  -0.596
H  -0.604  -0.448  2.598
H  1.103  -0.777  2.211
H  -0.134  -1.982  1.822
H  -1.653  1.196  -1.682
H  0.496  1.947  -2.270
H  1.397  -1.337  -0.523